{
  "formula": "C17H16F6N2O6RuS3",
  "method": "ωB97M-V with the def2-TZVPD basis set",
  "e_tot_ev": -84537.81853,
  "fmax_ev_per_a": 0.57,
  "de_lowest_kj_mol": 0.0,
  "spin_multiplicity": 2,
  "e_homo_ha": [-0.441, -0.441],
  "orbital_gap_ha": [0.255, 0.266],
  "total_charge": 1,
  "symbols": ["Ru", "O", "N", "C", "C", "C", "C", "C", "S", "H", "H", "H", "H", "F", "C", "F", "F", "S", "O", "O", "N", "S", "O", "O", "C", "F", "F", "F", "C", "C", "C", "C", "C", "C", "C", "O", "C", "C", "C", "H", "H", "H", "H", "H", "H", "H", "H", "H", "H", "H", "H"],
  "xyz": [[0.892, 1.490, -0.372], [2.103, 2.812, 0.400], [1.609, 4.013, 0.762], [2.460, 4.856, 1.383], [2.016, 6.091, 1.769], [0.691, 6.452, 1.515], [-0.150, 5.567, 0.876], [0.330, 4.318, 0.492], [-0.586, 3.122, -0.383], [3.457, 4.468, 1.526], [2.699, 6.764, 2.264], [0.325, 7.423, 1.816], [-1.179, 5.814, 0.659], [4.126, 0.921, 1.366], [4.752, 0.744, 0.207], [5.037, 1.922, -0.329], [5.862, 0.060, 0.414], [3.686, -0.229, -0.949], [2.553, 0.628, -1.357], [4.533, -0.636, -2.005], [3.215, -1.399, -0.012], [1.762, -1.485, 0.546], [1.155, -0.154, 0.857], [0.901, -2.397, -0.128], [2.057, -2.132, 2.250], [0.881, -2.253, 2.845], [2.818, -1.284, 2.921], [2.647, -3.308, 2.166], [-4.996, -4.114, 0.131], [-3.894, -3.232, -0.369], [-3.724, -1.945, 0.134], [-2.702, -1.120, -0.297], [-2.601, 0.256, 0.291], [-1.820, -1.603, -1.294], [-0.757, -0.829, -1.847], [-0.359, 0.301, -1.495], [-1.977, -2.917, -1.816], [-1.041, -3.510, -2.838], [-3.008, -3.699, -1.338], [-5.709, -3.562, 0.739], [-4.582, -4.921, 0.740], [-5.528, -4.577, -0.700], [-4.411, -1.579, 0.888], [-3.395, 0.409, 1.019], [-2.695, 1.021, -0.482], [-1.647, 0.407, 0.794], [-0.265, -1.248, -2.728], [-0.008, -3.496, -2.491], [-1.089, -2.982, -3.793], [-1.313, -4.546, -3.026], [-3.130, -4.704, -1.724]],
  "atomic_forces_ev_per_a": [[-0.3, 0.0, -0.5], [0.0, -0.2, 0.2], [0.0, 0.0, 0.0], [0.0, -0.1, 0.0], [-0.1, 0.0, 0.0], [0.0, 0.0, 0.0], [0.0, 0.0, 0.0], [0.1, 0.0, -0.1], [-0.1, 0.0, 0.1], [0.0, 0.0, 0.0], [0.0, 0.0, 0.0], [0.0, 0.0, 0.0], [0.0, 0.0, 0.0], [-0.1, 0.1, 0.0], [0.0, 0.0, 0.0], [0.0, 0.1, 0.0], [0.0, 0.0, 0.0], [0.0, -0.2, 0.0], [0.2, 0.2, 0.1], [0.0, -0.1, 0.0], [-0.2, 0.1, -0.1], [0.1, 0.0, 0.1], [0.1, 0.1, 0.1], [0.0, 0.0, 0.0], [0.0, 0.0, 0.0], [0.0, 0.0, 0.0], [0.0, 0.0, 0.0], [0.0, 0.0, 0.0], [0.0, 0.0, 0.0], [0.0, 0.0, 0.0], [0.0, 0.0, 0.0], [0.0, 0.0, 0.0], [0.0, 0.0, 0.0], [0.0, 0.0, 0.0], [0.1, 0.1, -0.3], [-0.1, -0.1, 0.5], [0.0, 0.0, 0.0], [0.0, 0.0, 0.0], [0.0, 0.0, 0.0], [0.0, 0.0, 0.0], [0.0, 0.0, 0.0], [0.0, 0.0, 0.0], [0.0, 0.0, 0.0], [0.0, 0.0, 0.0], [0.0, 0.0, 0.0], [0.0, 0.0, 0.0], [0.1, 0.0, 0.0], [0.0, 0.0, 0.0], [0.0, 0.0, 0.0], [0.0, 0.0, 0.0], [0.0, 0.0, 0.0]]
}